A structure of composition C36H89N3O10 in a non-equilibrium geometry. Source: the Open Molecules 2025 dataset; level of theory: ωB97M-V/def2-TZVPD.

Each line ends with the Mulliken charge.
Geometry (Å):
C: -0.9490 1.8640 -0.0794  -1.779
C: 0.3363 1.0635 0.3411  3.147
C: 0.0046 -0.1786 1.2784  -0.226
C: -0.4867 -1.3168 0.4337  -1.143
C: 0.4476 -1.7715 -0.6656  -0.650
C: 0.7741 -0.5534 -1.5979  0.422
N: 1.1603 0.5770 -0.7956  1.085
O: 1.6709 1.5763 -1.6276  -0.741
C: 1.9303 -1.1117 -2.5291  -0.284
C: -0.4765 -0.3413 -2.5132  -0.565
C: 1.2308 2.0208 1.2140  -3.158
H: -1.6729 1.9025 0.7346  0.095
H: -1.5258 1.2076 -0.7311  -0.777
H: -0.6886 2.8159 -0.5421  0.732
H: 0.8469 -0.4067 1.9316  -0.675
H: -0.8554 0.0606 1.9039  0.833
H: -1.4521 -1.1622 -0.0481  0.488
H: -0.4824 -2.2051 1.0654  0.034
H: 0.0202 -2.6974 -1.0503  -0.094
H: 1.3877 -2.0542 -0.1920  0.328
H: 1.6661 -2.0142 -3.0802  -0.352
H: 2.3003 -0.4343 -3.2988  -0.863
H: 2.8509 -1.4268 -2.0378  1.372
H: -0.7425 0.6789 -2.7901  1.584
H: -0.2422 -0.7056 -3.5134  0.630
H: -1.3915 -0.8294 -2.1777  -1.341
H: 1.4162 2.9645 0.7009  1.110
H: 2.1479 1.5086 1.5051  0.832
H: 0.6000 2.4013 2.0174  -1.009
H: 1.0027 1.7180 -2.3021  0.601
C: -1.2849 4.2767 3.1554  -1.740
C: 0.2250 4.4552 3.2581  1.391
C: 0.8866 3.4587 2.1725  0.153
C: 2.3614 3.8797 1.8015  -1.030
C: 2.3190 5.2742 1.2624  -1.867
C: 1.8898 6.2463 2.3487  1.227
N: 0.5746 5.8525 2.8865  0.581
O: -0.0734 6.8252 3.6684  -0.557
C: 3.0013 6.4996 3.4879  -1.577
C: 1.8471 7.5871 1.4635  -1.915
C: 0.6955 4.1507 4.7502  -1.551
H: -1.7577 4.5851 2.2230  0.349
H: -1.6828 4.6934 4.0807  0.492
H: -1.4627 3.2066 3.2622  0.283
H: 0.9619 2.4495 2.5776  0.109
H: 0.2590 3.4268 1.2819  0.402
H: 2.8462 3.2608 1.0465  0.992
H: 2.8894 3.7572 2.7472  0.422
H: 1.7992 5.2893 0.3045  0.435
H: 3.3611 5.4253 0.9805  0.760
H: 3.2971 5.5402 3.9123  0.310
H: 3.8861 6.8992 2.9923  0.459
H: 2.7097 7.2507 4.2221  0.327
H: 2.7418 7.7784 0.8710  0.359
H: 0.9266 7.7618 0.9066  0.391
H: 1.7015 8.3980 2.1771  0.462
H: 0.1932 4.7804 5.4846  0.447
H: 1.7688 4.1700 4.9394  0.201
H: 0.4084 3.1077 4.8837  0.400
H: -0.7245 7.2730 3.1232  0.324
C: -1.9382 -2.5908 -3.1656  -1.166
C: -2.2349 -3.7412 -2.2553  1.507
C: -0.8807 -4.2858 -1.9269  0.774
C: -0.8420 -5.2086 -0.7448  -1.902
C: -1.3150 -4.3840 0.4585  -0.824
C: -2.7203 -3.7359 0.3378  2.071
N: -2.8444 -3.1267 -1.0158  1.146
O: -4.0227 -2.3903 -1.2429  -0.860
C: -3.7726 -4.8125 0.6994  -1.966
C: -2.7365 -2.5660 1.4062  -2.044
C: -3.1635 -4.7354 -2.9769  -2.065
H: -2.8888 -2.2481 -3.5743  0.657
H: -1.1686 -2.8322 -3.8987  0.594
H: -1.5646 -1.7131 -2.6380  -0.947
H: -0.4481 -4.8991 -2.7173  0.742
H: -0.1672 -3.4898 -1.7141  -0.724
H: 0.2060 -5.4327 -0.5454  0.855
H: -1.4283 -6.0782 -1.0416  0.687
H: -0.4441 -3.8107 0.7763  -0.302
H: -1.3336 -5.1452 1.2385  0.685
H: -4.7116 -4.4506 0.2806  0.457
H: -3.6090 -5.8052 0.2800  0.309
H: -3.9691 -4.9389 1.7640  0.447
H: -2.2017 -2.8765 2.3038  0.396
H: -2.2471 -1.6393 1.1065  0.951
H: -3.7835 -2.3915 1.6541  0.380
H: -2.7754 -5.0069 -3.9586  0.396
H: -4.1390 -4.2849 -3.1601  0.455
H: -3.3075 -5.6125 -2.3460  0.340
H: -3.6066 -1.6559 -1.7001  -0.714
O: 0.3493 1.9689 -3.6420  -0.801
H: 1.0325 1.2993 -3.6070  0.108
H: 0.7869 2.7396 -4.0036  0.434
O: 3.2788 0.5567 -0.5247  -0.981
H: 2.4827 0.6851 -1.0403  0.952
H: 3.0162 0.7517 0.3749  -0.035
O: 2.1674 1.1993 -4.0684  -0.604
H: 2.9984 0.9272 -3.6789  0.458
H: 2.2072 0.8766 -4.9687  0.250
O: 2.7170 -2.3035 -3.8531  -0.565
H: 2.5316 -2.3911 -2.9181  -1.339
H: 3.2725 -3.0554 -4.0590  0.433
C: 2.1313 -4.0640 -0.3627  -2.203
C: 2.4530 -4.1831 -1.8489  1.047
C: 1.1039 -4.3228 -2.6956  -1.408
O: 3.1484 -2.9940 -2.1862  -0.520
H: 1.8255 -5.0314 0.0359  0.180
H: 1.2552 -3.4531 -0.1450  1.206
H: 2.9679 -3.6452 0.1965  0.682
H: 3.0599 -5.0427 -2.1332  0.548
H: 0.7779 -3.3806 -3.1362  0.578
H: 0.2618 -4.8296 -2.2241  -0.646
H: 1.4317 -4.8204 -3.6084  0.311
H: 3.7806 -2.8602 -1.4763  0.520
C: 1.8754 -1.2176 3.0380  -1.107
C: 1.1814 -1.3432 4.3964  0.234
C: 0.0420 -0.4332 4.6908  -0.701
O: 0.6345 -2.6956 4.4474  -0.656
H: 1.2529 -1.3504 2.1531  -0.143
H: 2.5702 -2.0479 2.9113  0.401
H: 2.4871 -0.3172 2.9829  0.135
H: 1.9505 -1.2617 5.1644  0.463
H: -0.6702 -0.4824 3.8671  0.086
H: 0.3279 0.6183 4.6632  0.014
H: -0.5354 -0.6534 5.5887  0.482
H: -0.1217 -2.7405 3.8578  0.345
C: -4.3608 1.8590 -1.8370  -1.818
C: -2.9302 1.6320 -2.2965  1.033
C: -2.5975 0.0962 -2.2320  -0.564
O: -2.6527 2.0619 -3.6368  -0.648
H: -4.3528 1.4894 -0.8116  0.371
H: -5.2321 1.5329 -2.4048  0.296
H: -4.2796 2.9458 -1.8523  0.504
H: -2.2498 2.2981 -1.7660  -0.049
H: -3.4023 -0.6334 -2.1415  0.709
H: -2.0059 -0.1297 -1.3449  -0.338
H: -2.0753 -0.3062 -3.1000  0.897
H: -3.2269 1.6302 -4.2737  0.432

Output
energy above the lowest of the compared OMol25 structures with the same formula, charge and spin: 49.1235 eV
lowest unoccupied orbital energy: 0.5 eV
E_tot: -2339.75682 hartree